Below is a molecular structure, C32H35Cl2CrIN4O, with properties calculated with ωB97M-V/def2-TZVPD.

Element x y z (Å)
1 Cr -0.48 0.05 0.15
2 C -0.89 0.23 3.64
3 N 0.19 -0.10 2.72
4 C 1.32 0.83 2.92
5 C 0.70 -1.44 2.84
6 C 0.80 -2.09 4.05
7 C 1.44 -3.32 4.17
8 C 2.02 -3.86 3.03
9 C 1.93 -3.21 1.81
10 C 1.25 -1.98 1.66
11 N 1.07 -1.29 0.47
12 C 1.91 -1.73 -0.59
13 C 3.27 -1.40 -0.56
14 C 4.14 -1.73 -1.58
15 C 3.66 -2.44 -2.68
16 C 2.32 -2.80 -2.73
17 C 1.44 -2.46 -1.71
18 N 0.06 -2.80 -1.80
19 C -0.31 -3.97 -1.01
20 C -0.48 -2.88 -3.15
21 H -0.52 0.42 4.66
22 H -1.62 -0.58 3.66
23 H -1.39 1.13 3.27
24 H 1.74 0.71 3.93
25 H 0.99 1.85 2.78
26 H 2.10 0.62 2.19
27 H 0.37 -1.62 4.94
28 H 1.49 -3.83 5.13
29 H 2.54 -4.82 3.09
30 H 2.39 -3.67 0.94
31 H 3.62 -0.83 0.30
32 H 5.18 -1.44 -1.53
33 H 4.33 -2.71 -3.49
34 H 1.95 -3.36 -3.58
35 H 0.12 -4.89 -1.45
36 H -1.39 -4.07 -1.00
37 H 0.04 -3.88 0.01
38 H -0.20 -3.81 -3.67
39 H -0.13 -2.03 -3.74
40 H -1.57 -2.84 -3.09
41 Cl -2.36 1.49 -6.36
42 C -2.32 1.33 -4.61
43 C -3.45 1.60 -3.88
44 C -3.45 1.48 -2.49
45 I -5.16 1.94 -1.38
46 C -2.33 1.04 -1.77
47 O -2.27 0.88 -0.51
48 C -1.13 0.83 -2.56
49 N -0.02 0.55 -1.82
50 C 1.12 0.50 -2.45
51 C 1.23 0.59 -3.85
52 C 0.13 0.79 -4.61
53 C -1.11 0.98 -3.97
54 H -4.34 1.91 -4.41
55 H 2.01 0.42 -1.84
56 H 2.21 0.48 -4.30
57 H 0.19 0.84 -5.69
58 Cl -3.37 -1.10 1.41
59 C -1.78 -1.56 0.61
60 H -1.39 -2.37 1.22
61 H -2.07 -1.99 -0.35
62 C -0.70 5.46 0.85
63 C -0.97 4.31 1.83
64 C -0.24 4.59 3.15
65 C -2.48 4.22 2.09
66 C -0.52 3.04 1.23
67 C -0.20 1.97 0.74
68 H -1.09 6.41 1.25
69 H -1.19 5.26 -0.11
70 H 0.37 5.57 0.67
71 H -0.60 5.52 3.59
72 H 0.84 4.67 2.99
73 H -0.42 3.78 3.86
74 H -2.87 5.18 2.45
75 H -2.70 3.45 2.84
76 H -3.01 3.94 1.17

The LUMO energy (spin up / spin down) is 2.409 / 2.247 eV. Its HOMO-LUMO gap (spin up / spin down) is 6.45 / 6.70 eV. For the energy above the lowest of the compared OMol25 structures with the same formula, charge and spin, the calculation gives 1.4275 eV. Its total charge is -1. Its total energy is -103327.809 eV. As for the spin multiplicity: 4.

---

Below is a molecular structure, C32H35ClIrN3O7P, with properties calculated with ωB97M-V/def2-TZVPD.

Element x y z (Å)
1 Ir 0.59 -0.27 -0.10
2 C -2.53 -0.28 -3.02
3 C -1.82 -0.13 -1.70
4 O -0.60 -0.57 -1.71
5 C -2.49 0.43 -0.64
6 C -2.02 0.69 0.67
7 C -2.93 1.35 1.66
8 N -0.81 0.39 1.06
9 N -0.41 0.73 2.35
10 C 0.87 0.58 2.50
11 O 1.67 0.12 1.56
12 C 1.51 0.94 3.78
13 C 2.90 0.96 3.87
14 C 3.51 1.32 5.06
15 C 2.74 1.66 6.17
16 C 1.36 1.63 6.08
17 C 0.74 1.28 4.90
18 H -1.87 -0.76 -3.74
19 H -2.81 0.70 -3.41
20 H -3.44 -0.87 -2.91
21 H -3.51 0.74 -0.84
22 H -3.90 1.56 1.20
23 H -2.49 2.27 2.03
24 H -3.07 0.70 2.53
25 H 3.48 0.72 3.00
26 H 4.59 1.35 5.12
27 H 3.22 1.94 7.10
28 H 0.76 1.89 6.94
29 H -0.34 1.26 4.81
30 Cl 5.36 4.48 1.80
31 C 4.06 3.64 0.99
32 C 2.82 4.27 0.86
33 C 1.78 3.59 0.24
34 C 1.93 2.29 -0.25
35 O 0.89 1.66 -0.77
36 C 3.23 1.68 -0.15
37 C 3.50 0.39 -0.60
38 O 2.58 -0.33 -1.38
39 C 4.27 2.38 0.51
40 H 2.68 5.26 1.25
41 H 0.80 4.05 0.16
42 H 4.40 -0.16 -0.38
43 H 5.24 1.91 0.61
44 C 1.59 -4.74 -1.98
45 C 0.59 -3.72 -1.50
46 O 0.73 -3.59 -0.07
47 P 0.17 -2.31 0.71
48 O -1.39 -2.53 0.88
49 C -1.97 -3.69 1.52
50 C -2.33 -4.75 0.51
51 O 0.71 -2.63 2.16
52 C 2.12 -2.82 2.44
53 C 2.24 -3.29 3.87
54 H 1.50 -4.86 -3.06
55 H 1.41 -5.71 -1.52
56 H 2.60 -4.43 -1.75
57 H -0.44 -4.03 -1.72
58 H 0.76 -2.75 -1.96
59 H -2.86 -3.32 2.03
60 H -1.28 -4.07 2.28
61 H -2.97 -4.33 -0.27
62 H -2.86 -5.56 1.00
63 H -1.43 -5.16 0.04
64 H 2.62 -1.87 2.29
65 H 2.52 -3.56 1.74
66 H 1.86 -2.54 4.55
67 H 3.29 -3.47 4.11
68 H 1.69 -4.22 4.02
69 N 2.52 1.24 -7.96
70 C 2.53 0.99 -6.84
71 C 2.55 0.67 -5.43
72 C 1.65 -0.26 -4.92
73 C 1.66 -0.57 -3.58
74 C 2.56 0.06 -2.73
75 C 3.47 0.98 -3.23
76 C 3.46 1.29 -4.58
77 H 0.94 -0.74 -5.58
78 H 0.93 -1.26 -3.18
79 H 4.18 1.47 -2.58
80 H 4.16 2.01 -4.97

The LUMO energy (spin up / spin down) is 0.399 / -0.506 eV. Its HOMO-LUMO gap (spin up / spin down) is 7.26 / 7.11 eV. For the energy above the lowest of the compared OMol25 structures with the same formula, charge and spin, the calculation gives 0.1884 eV. Its total charge is 0. Its total energy is -77206.613 eV. As for the spin multiplicity: 2.

---

Below is a molecular structure, C32H35F3N2PdSSb, with properties calculated with ωB97M-V/def2-TZVPD.

Element x y z (Å)
1 Pd 1.50 0.50 0.30
2 C 1.77 1.50 2.56
3 C 1.65 2.48 1.44
4 C 2.76 2.33 0.59
5 C 3.52 1.24 1.08
6 C 2.91 0.79 2.35
7 C 3.42 -0.25 3.29
8 C 4.83 0.81 0.53
9 C 3.20 3.27 -0.50
10 C 0.63 3.56 1.34
11 C 0.83 1.29 3.70
12 H 3.48 0.15 4.30
13 H 4.42 -0.60 3.01
14 H 2.77 -1.13 3.33
15 H 5.62 1.48 0.87
16 H 4.83 0.84 -0.56
17 H 5.09 -0.20 0.84
18 H 4.06 3.87 -0.18
19 H 2.41 3.96 -0.78
20 H 3.50 2.74 -1.41
21 H 1.03 4.48 1.78
22 H -0.29 3.31 1.86
23 H 0.39 3.77 0.30
24 H 1.31 1.51 4.65
25 H 0.50 0.25 3.75
26 H -0.06 1.92 3.63
27 F -6.55 0.10 2.86
28 C -5.39 0.22 2.21
29 C -5.41 0.31 0.83
30 C -4.20 0.43 0.17
31 C -3.00 0.47 0.88
32 C -3.02 0.39 2.27
33 C -4.22 0.26 2.95
34 Sb -1.21 0.67 -0.17
35 C -1.59 2.27 -1.50
36 C -0.65 2.55 -2.49
37 C -0.80 3.63 -3.34
38 C -1.90 4.46 -3.16
39 F -2.05 5.51 -3.98
40 C -2.83 4.24 -2.17
41 C -2.66 3.14 -1.34
42 C -1.41 -0.90 -1.58
43 C -2.33 -1.94 -1.43
44 C -2.38 -2.98 -2.35
45 C -1.51 -2.95 -3.43
46 F -1.55 -3.96 -4.32
47 C -0.59 -1.94 -3.61
48 C -0.54 -0.93 -2.66
49 H -6.35 0.27 0.31
50 H -4.20 0.50 -0.92
51 H -2.10 0.41 2.84
52 H -4.26 0.19 4.03
53 H 0.22 1.92 -2.61
54 H -0.08 3.85 -4.12
55 H -3.67 4.92 -2.06
56 H -3.40 2.98 -0.56
57 H -3.02 -1.96 -0.60
58 H -3.08 -3.79 -2.25
59 H 0.06 -1.95 -4.47
60 H 0.20 -0.14 -2.78
61 C 0.73 -4.96 1.58
62 N 1.06 -4.37 0.31
63 C 1.45 -5.21 -0.83
64 C 1.77 -4.18 -1.93
65 N 1.76 -2.93 -1.18
66 C 1.28 -3.09 0.06
67 S 1.01 -1.80 1.14
68 H -0.01 -5.74 1.43
69 H 0.31 -4.20 2.24
70 H 1.61 -5.40 2.05
71 H 0.63 -5.87 -1.09
72 H 2.31 -5.83 -0.57
73 H 1.01 -4.17 -2.72
74 H 2.74 -4.35 -2.39
75 H 1.72 -2.02 -1.60

The LUMO energy is -3.599 eV. Its HOMO-LUMO gap is 6.33 eV. For the energy above the lowest of the compared OMol25 structures with the same formula, charge and spin, the calculation gives 1.3198 eV. Its total charge is +1. Its total energy is -65731.789 eV. As for the spin multiplicity: 1.

---

Below is a molecular structure, C32H35F3O5RbS5Sb, with properties calculated with ωB97M-V/def2-TZVPD.

Element x y z (Å)
1 Rb 0.51 0.28 -0.52
2 C 1.23 -3.09 0.30
3 C -0.28 -3.17 0.25
4 O -0.80 -2.22 -0.66
5 C -2.18 -1.95 -0.38
6 C -2.73 -0.91 -1.32
7 O -2.22 0.40 -1.07
8 C -2.84 1.04 0.03
9 C -2.24 2.42 0.21
10 O -0.87 2.43 0.63
11 C -0.64 2.51 2.04
12 C -0.53 1.16 2.72
13 O 0.64 0.46 2.29
14 C 0.56 -0.89 2.73
15 C 1.72 -1.71 2.22
16 O 1.74 -1.86 0.80
17 H 1.63 -3.19 -0.71
18 H 1.61 -3.92 0.90
19 H -0.71 -3.00 1.24
20 H -0.58 -4.19 -0.05
21 H -2.26 -1.62 0.66
22 H -2.76 -2.88 -0.47
23 H -3.82 -0.92 -1.26
24 H -2.43 -1.16 -2.34
25 H -2.73 0.44 0.94
26 H -3.91 1.14 -0.16
27 H -2.85 2.99 0.93
28 H -2.27 2.93 -0.75
29 H -1.46 3.05 2.52
30 H 0.28 3.08 2.18
31 H -1.42 0.55 2.51
32 H -0.50 1.30 3.81
33 H -0.39 -1.32 2.39
34 H 0.52 -0.93 3.82
35 H 1.68 -2.69 2.70
36 H 2.67 -1.24 2.49
37 F 1.23 1.12 -10.39
38 C 0.93 0.83 -9.11
39 C -0.21 1.39 -8.55
40 C -0.51 1.09 -7.23
41 C 0.32 0.26 -6.48
42 C 1.46 -0.27 -7.07
43 C 1.77 0.01 -8.40
44 Sb -0.15 -0.29 -4.47
45 C -1.79 1.05 -4.21
46 C -3.12 0.65 -4.32
47 C -4.16 1.53 -4.05
48 C -3.84 2.83 -3.70
49 F -4.84 3.69 -3.44
50 C -2.54 3.27 -3.61
51 C -1.52 2.37 -3.86
52 C -1.27 -2.03 -4.97
53 C -1.40 -3.05 -4.03
54 C -2.16 -4.19 -4.31
55 C -2.76 -4.28 -5.54
56 F -3.49 -5.38 -5.83
57 C -2.65 -3.29 -6.50
58 C -1.90 -2.17 -6.21
59 H -0.84 2.03 -9.15
60 H -1.40 1.52 -6.79
61 H 2.13 -0.92 -6.51
62 H 2.66 -0.40 -8.87
63 H -3.37 -0.37 -4.60
64 H -5.20 1.23 -4.12
65 H -2.34 4.30 -3.35
66 H -0.49 2.71 -3.78
67 H -0.92 -2.97 -3.06
68 H -2.28 -4.98 -3.59
69 H -3.14 -3.42 -7.46
70 H -1.80 -1.39 -6.96
71 C -1.73 -5.06 2.96
72 S -3.48 -5.08 3.37
73 C -4.14 -3.87 2.29
74 C -4.00 -2.52 2.43
75 S -2.96 -1.60 3.44
76 S -5.01 -1.60 1.32
77 C -5.64 -2.89 0.36
78 S -6.53 -2.65 -1.01
79 S -5.17 -4.43 0.97
80 H -1.24 -5.77 3.63
81 H -1.33 -4.06 3.15
82 H -1.55 -5.38 1.94

The LUMO energy is -0.368 eV. Its HOMO-LUMO gap is 6.25 eV. For the energy above the lowest of the compared OMol25 structures with the same formula, charge and spin, the calculation gives 0.0000 eV. Its total charge is 0. Its total energy is -113509.499 eV. As for the spin multiplicity: 1.

---

Below is C32H35N3O5 in the gas phase, with properties calculated with ωB97M-V/def2-TZVPD.

Element x y z (Å)
1 C -2.36 -4.36 -2.40
2 C -1.09 -4.14 -1.65
3 O -0.88 -2.69 -1.58
4 C 0.06 -2.34 -0.72
5 C 0.47 -0.84 -0.87
6 C 2.08 -0.81 -1.18
7 O 2.69 0.18 -0.80
8 C 2.92 -1.91 -1.77
9 C 2.55 -2.82 -2.78
10 C 3.50 -3.63 -3.37
11 C 4.84 -3.55 -2.94
12 N 5.87 -4.36 -3.55
13 O 7.03 -4.23 -3.11
14 O 5.56 -5.15 -4.46
15 C 5.23 -2.71 -1.86
16 C 4.24 -1.89 -1.32
17 O 0.60 -3.12 0.09
18 H -2.49 -5.42 -2.54
19 H -3.21 -4.00 -1.88
20 H -2.33 -3.91 -3.37
21 H -1.13 -4.55 -0.64
22 H -0.24 -4.55 -2.17
23 H -0.04 -0.49 -1.81
24 H 1.53 -2.83 -3.12
25 H 3.25 -4.31 -4.17
26 H 6.25 -2.68 -1.52
27 H 4.55 -1.20 -0.54
28 C -0.17 6.70 -0.29
29 N 0.31 5.68 -1.20
30 C 1.34 6.14 -2.06
31 C 1.59 5.24 -3.26
32 C 1.71 3.78 -2.84
33 C 0.66 3.40 -1.87
34 C -0.05 4.37 -1.13
35 C -1.10 3.92 -0.28
36 C -1.27 2.57 -0.05
37 C -0.31 1.61 -0.52
38 C -0.05 0.18 0.12
39 C -0.93 -0.07 1.33
40 C -1.46 -1.30 1.62
41 C -2.17 -1.52 2.81
42 C -2.34 -0.49 3.78
43 N -3.10 -0.65 4.93
44 C -3.18 0.37 5.94
45 C -3.62 -1.94 5.27
46 C -3.92 -2.81 4.05
47 C -2.74 -2.86 3.11
48 C -1.74 0.76 3.49
49 C -1.04 0.94 2.31
50 C 0.48 2.04 -1.59
51 H -0.73 6.26 0.54
52 H 0.69 7.26 0.11
53 H -0.81 7.41 -0.83
54 H 1.08 7.14 -2.42
55 H 2.28 6.26 -1.51
56 H 0.76 5.33 -3.98
57 H 2.51 5.55 -3.78
58 H 1.62 3.15 -3.72
59 H 2.71 3.59 -2.44
60 H -1.72 4.60 0.29
61 H -2.10 2.24 0.60
62 H 0.98 0.12 0.48
63 H -1.34 -2.15 0.97
64 H -3.44 1.33 5.50
65 H -3.94 0.09 6.64
66 H -2.24 0.48 6.46
67 H -2.93 -2.47 5.93
68 H -4.54 -1.79 5.84
69 H -4.18 -3.81 4.38
70 H -4.78 -2.40 3.52
71 H -3.03 -3.29 2.17
72 H -1.97 -3.51 3.52
73 H -1.75 1.59 4.21
74 H -0.54 1.90 2.10
75 H 1.07 1.36 -2.21

As for the SMILES: CCOC(=O)[C@H](C(=O)c1ccc([N+](=O)[O-])cc1)C(c1ccc2c(c1)CCCN2C)c1ccc2c(c1)CCCN2C. The LUMO energy is -1.222 eV. Its HOMO-LUMO gap is 5.69 eV. For the energy above the lowest of the compared OMol25 structures with the same formula, charge and spin, the calculation gives 0.0000 eV. Its total charge is 0. Its total energy is -48455.290 eV. As for the spin multiplicity: 1.

---

Below is a molecular structure, C32H36BN3O2SY, with properties calculated with ωB97M-V/def2-TZVPD.

Element x y z (Å)
1 Y -0.01 -0.14 -0.22
2 C -0.11 2.57 1.52
3 C 0.83 1.75 2.14
4 C 0.40 0.66 2.89
5 C -0.96 0.38 3.00
6 C -1.89 1.18 2.34
7 C -1.46 2.28 1.61
8 H 0.23 3.44 0.97
9 H 1.89 1.97 2.06
10 H 1.13 0.03 3.39
11 H -1.29 -0.45 3.59
12 H -2.94 0.94 2.41
13 H -2.18 2.91 1.10
14 C -1.01 -0.93 -4.76
15 C -1.06 -1.01 -3.36
16 N -0.01 -0.83 -2.59
17 C 1.20 -0.58 -3.16
18 C 1.33 -0.42 -4.56
19 C 0.18 -0.61 -5.35
20 C 2.59 -0.05 -5.11
21 C 3.64 0.17 -4.27
22 C 3.52 -0.02 -2.87
23 C 2.34 -0.44 -2.29
24 N 2.09 -0.68 -0.94
25 C 2.92 -1.43 -0.13
26 C 4.26 -1.75 -0.35
27 C 4.98 -2.58 0.53
28 C 4.40 -3.15 1.63
29 C 3.03 -2.90 1.87
30 C 2.33 -3.53 2.92
31 C 0.98 -3.34 3.06
32 C 0.33 -2.48 2.17
33 N 0.96 -1.83 1.21
34 C 2.30 -2.03 1.02
35 H -1.90 -1.09 -5.34
36 H -2.00 -1.21 -2.85
37 H 0.27 -0.51 -6.42
38 H 2.68 0.08 -6.18
39 H 4.59 0.49 -4.67
40 H 4.37 0.21 -2.26
41 H 4.76 -1.37 -1.22
42 H 6.02 -2.79 0.31
43 H 4.96 -3.80 2.28
44 H 2.87 -4.19 3.59
45 H 0.42 -3.84 3.83
46 H -0.74 -2.31 2.25
47 C -0.53 3.66 -1.75
48 S 0.63 2.27 -1.78
49 C 2.16 3.02 -1.18
50 H -0.31 4.31 -2.60
51 H -0.43 4.22 -0.82
52 H -1.52 3.23 -1.83
53 H 1.99 3.55 -0.25
54 H 2.53 3.71 -1.94
55 H 2.87 2.21 -1.04
56 C -4.85 2.73 -1.83
57 C -4.30 1.31 -1.86
58 C -4.40 0.76 -3.28
59 O -2.90 1.33 -1.50
60 B -2.59 0.17 -0.78
61 O -3.76 -0.50 -0.48
62 C -4.90 0.35 -0.80
63 C -5.29 1.07 0.48
64 C -6.05 -0.51 -1.28
65 H -4.37 3.32 -2.61
66 H -4.65 3.21 -0.87
67 H -5.92 2.73 -2.01
68 H -3.77 1.36 -3.94
69 H -5.43 0.81 -3.65
70 H -4.07 -0.28 -3.32
71 H -4.49 1.72 0.83
72 H -5.50 0.33 1.26
73 H -6.19 1.67 0.34
74 H -5.74 -1.16 -2.11
75 H -6.88 0.11 -1.61
76 H -6.39 -1.15 -0.47

The LUMO energy is -2.830 eV. Its HOMO-LUMO gap is 6.89 eV. For the energy above the lowest of the compared OMol25 structures with the same formula, charge and spin, the calculation gives 0.6460 eV. Its total charge is +1. Its total energy is -54888.391 eV. As for the spin multiplicity: 1.

---

Repeat the first record exactly.
Below is a molecular structure, C32H35Cl2CrIN4O, with properties calculated with ωB97M-V/def2-TZVPD.

Element x y z (Å)
1 Cr -0.48 0.05 0.15
2 C -0.89 0.23 3.64
3 N 0.19 -0.10 2.72
4 C 1.32 0.83 2.92
5 C 0.70 -1.44 2.84
6 C 0.80 -2.09 4.05
7 C 1.44 -3.32 4.17
8 C 2.02 -3.86 3.03
9 C 1.93 -3.21 1.81
10 C 1.25 -1.98 1.66
11 N 1.07 -1.29 0.47
12 C 1.91 -1.73 -0.59
13 C 3.27 -1.40 -0.56
14 C 4.14 -1.73 -1.58
15 C 3.66 -2.44 -2.68
16 C 2.32 -2.80 -2.73
17 C 1.44 -2.46 -1.71
18 N 0.06 -2.80 -1.80
19 C -0.31 -3.97 -1.01
20 C -0.48 -2.88 -3.15
21 H -0.52 0.42 4.66
22 H -1.62 -0.58 3.66
23 H -1.39 1.13 3.27
24 H 1.74 0.71 3.93
25 H 0.99 1.85 2.78
26 H 2.10 0.62 2.19
27 H 0.37 -1.62 4.94
28 H 1.49 -3.83 5.13
29 H 2.54 -4.82 3.09
30 H 2.39 -3.67 0.94
31 H 3.62 -0.83 0.30
32 H 5.18 -1.44 -1.53
33 H 4.33 -2.71 -3.49
34 H 1.95 -3.36 -3.58
35 H 0.12 -4.89 -1.45
36 H -1.39 -4.07 -1.00
37 H 0.04 -3.88 0.01
38 H -0.20 -3.81 -3.67
39 H -0.13 -2.03 -3.74
40 H -1.57 -2.84 -3.09
41 Cl -2.36 1.49 -6.36
42 C -2.32 1.33 -4.61
43 C -3.45 1.60 -3.88
44 C -3.45 1.48 -2.49
45 I -5.16 1.94 -1.38
46 C -2.33 1.04 -1.77
47 O -2.27 0.88 -0.51
48 C -1.13 0.83 -2.56
49 N -0.02 0.55 -1.82
50 C 1.12 0.50 -2.45
51 C 1.23 0.59 -3.85
52 C 0.13 0.79 -4.61
53 C -1.11 0.98 -3.97
54 H -4.34 1.91 -4.41
55 H 2.01 0.42 -1.84
56 H 2.21 0.48 -4.30
57 H 0.19 0.84 -5.69
58 Cl -3.37 -1.10 1.41
59 C -1.78 -1.56 0.61
60 H -1.39 -2.37 1.22
61 H -2.07 -1.99 -0.35
62 C -0.70 5.46 0.85
63 C -0.97 4.31 1.83
64 C -0.24 4.59 3.15
65 C -2.48 4.22 2.09
66 C -0.52 3.04 1.23
67 C -0.20 1.97 0.74
68 H -1.09 6.41 1.25
69 H -1.19 5.26 -0.11
70 H 0.37 5.57 0.67
71 H -0.60 5.52 3.59
72 H 0.84 4.67 2.99
73 H -0.42 3.78 3.86
74 H -2.87 5.18 2.45
75 H -2.70 3.45 2.84
76 H -3.01 3.94 1.17

The LUMO energy (spin up / spin down) is 2.409 / 2.247 eV. Its HOMO-LUMO gap (spin up / spin down) is 6.45 / 6.70 eV. For the energy above the lowest of the compared OMol25 structures with the same formula, charge and spin, the calculation gives 1.4275 eV. Its total charge is -1. Its total energy is -103327.809 eV. As for the spin multiplicity: 4.